{"formula": "C4H2N4", "method": "the ωB97M-V functional and the def2-TZVPD basis", "de_lowest_ev": 1.976, "gap_ev": 8.0, "smiles": "C1=NC2=NC=NC2=N1", "spin_multiplicity": 1, "fmax_ev_per_a": 4.3, "e_tot_ha": -372.55921, "symbols": ["N", "N", "N", "N", "C", "C", "C", "C", "H", "H"], "xyz": [[-0.089, 1.765, -0.082], [-0.927, 0.115, 1.448], [0.934, -0.073, -1.403], [0.080, -1.792, 0.055], [0.261, 0.469, -0.457], [0.790, -1.534, -1.007], [-0.779, 1.503, 0.987], [-0.280, -0.451, 0.457], [1.220, -2.306, -1.637], [-1.156, 2.278, 1.640]], "lowdin_charge": [0.1435, 0.1932, 0.1988, 0.1334, -0.3919, -0.0801, -0.1157, -0.3102, 0.1137, 0.1152]}

***

{"formula": "C23H26N2O3", "method": "the ωB97M-V functional and the def2-TZVPD basis", "de_lowest_ev": 5.012, "gap_ev": 6.4, "spin_multiplicity": 1, "fmax_ev_per_a": 3.7, "e_tot_ha": -1227.18578, "symbols": ["O", "O", "O", "N", "N", "C", "C", "C", "C", "C", "C", "C", "C", "C", "C", "C", "C", "C", "C", "C", "C", "C", "C", "C", "C", "C", "C", "C", "H", "H", "H", "H", "H", "H", "H", "H", "H", "H", "H", "H", "H", "H", "H", "H", "H", "H", "H", "H", "H", "H", "H", "H", "H", "H"], "xyz": [[3.826, 1.957, 0.909], [0.539, 2.825, -1.165], [4.323, 0.253, 2.388], [2.640, -0.883, 0.388], [-2.090, 2.504, -1.603], [4.066, 0.791, 1.295], [-3.848, -1.212, 3.137], [-3.622, -2.511, 1.098], [-1.303, 3.187, -2.559], [1.750, -3.179, 0.937], [4.096, -2.637, 0.598], [2.107, -4.517, 1.124], [-0.734, -0.114, 1.349], [3.947, -0.282, 0.162], [-0.124, 3.862, -1.869], [-2.702, -0.495, 2.811], [4.942, -1.461, 0.262], [3.456, -4.907, 1.064], [2.746, -2.251, 0.644], [1.534, -0.119, 0.462], [-2.469, -1.800, 0.767], [-4.320, -2.223, 2.280], [-2.294, 4.114, -3.303], [-3.496, 2.598, -1.779], [4.459, -3.968, 0.795], [0.213, -0.597, 0.468], [-3.688, 3.528, -3.004], [-1.976, -0.778, 1.623], [-5.228, -2.777, 2.533], [3.723, -5.952, 1.227], [-1.667, 2.039, -0.812], [0.718, -2.858, 1.017], [-2.066, 4.159, -4.372], [5.419, -1.592, -0.720], [-4.039, 2.943, -3.859], [5.512, -4.245, 0.731], [1.727, 0.959, 0.452], [-1.932, -2.041, -0.150], [1.415, 3.149, -0.891], [-2.312, 0.279, 3.477], [-3.996, 3.020, -0.890], [1.337, -5.266, 1.314], [-2.216, 5.128, -2.889], [4.004, 0.217, -0.812], [-3.952, 1.614, -1.972], [-0.042, -1.376, -0.259], [-0.888, 2.463, -3.289], [-4.416, 4.316, -2.798], [-0.457, 0.749, 1.962], [5.722, -1.267, 1.007], [-3.980, -3.295, 0.427], [0.538, 4.327, -2.616], [-0.514, 4.607, -1.158], [-4.383, -0.986, 4.062]], "lowdin_charge": [-0.0385, -0.0857, -0.0051, 0.0600, -0.0419, -0.6870, -0.0751, -0.0755, -0.3687, 0.0085, -0.1318, -0.0672, 0.0029, -0.1584, -0.2213, -0.0251, -0.0546, -0.0672, -0.1266, 0.0485, -0.0263, -0.0719, -0.1265, -0.2249, -0.0091, -0.0655, -0.1557, -0.2223, 0.1060, 0.1058, 0.1108, 0.0921, 0.1086, 0.1284, 0.1018, 0.1206, 0.1412, 0.1057, 0.0971, 0.1170, 0.1053, 0.1069, 0.1100, 0.1559, 0.1010, 0.1177, 0.1398, 0.1010, 0.1371, 0.1338, 0.1069, 0.1271, 0.1266, 0.1075]}

***

{"formula": "C5H10S3", "method": "the ωB97M-V functional and the def2-TZVPD basis", "de_lowest_ev": 2.406, "gap_ev": 8.2, "spin_multiplicity": 1, "fmax_ev_per_a": 4.2, "e_tot_ha": -1390.98266, "symbols": ["S", "S", "S", "C", "C", "C", "C", "C", "H", "H", "H", "H", "H", "H", "H", "H", "H", "H"], "xyz": [[-2.199, 1.320, -0.075], [-1.120, -1.660, 2.146], [0.877, 0.515, 2.676], [0.572, 1.547, -0.219], [0.847, -1.221, -1.100], [-0.605, 0.548, 0.000], [-0.298, -0.066, 1.787], [-0.544, -0.711, -0.878], [-1.193, -1.440, -0.550], [-0.906, -0.378, -1.967], [1.547, 1.200, -0.007], [-0.366, -2.086, 3.311], [0.538, 2.439, 0.414], [0.675, 1.849, -1.210], [-1.684, 2.375, -0.719], [1.430, -1.577, -0.254], [1.489, -0.497, -1.535], [0.942, -2.157, -1.819]], "lowdin_charge": [0.7881, 0.6461, 0.6681, -0.1753, -0.1323, -0.7926, -1.0958, -0.3309, 0.0357, 0.1546, 0.0420, -0.0650, 0.0770, 0.0616, -0.1174, 0.0694, 0.0463, 0.1205]}

***

{"formula": "C9H15BN2O", "method": "the ωB97M-V functional and the def2-TZVPD basis", "gap_ev": 3.4, "spin_multiplicity": 1, "fmax_ev_per_a": 7.0, "e_tot_ha": -561.15026, "symbols": ["O", "N", "N", "C", "C", "C", "C", "C", "C", "C", "C", "C", "B", "H", "H", "H", "H", "H", "H", "H", "H", "H", "H", "H", "H", "H", "H", "H"], "xyz": [[4.044, 1.254, 1.847], [2.406, -2.550, -0.367], [-1.299, 0.642, -1.778], [-1.942, 0.536, 1.633], [-2.508, 0.264, -0.972], [0.751, -0.858, 0.945], [1.199, -2.825, -1.092], [-1.048, 2.113, -1.796], [-2.097, 1.427, 2.582], [-0.225, -2.282, -0.946], [2.062, -1.578, 0.627], [-0.535, -1.191, 0.129], [-2.011, -0.530, 0.386], [-1.299, 0.221, -2.717], [0.707, -0.074, 1.783], [-1.036, 2.509, -0.715], [4.496, 0.749, 2.562], [-1.061, -2.655, -1.638], [-3.226, -0.456, -1.536], [-2.738, -1.412, 0.708], [-0.020, 2.263, -2.317], [1.345, -3.606, -1.942], [2.960, -1.292, 1.316], [-2.424, 2.237, 3.334], [4.054, 2.223, 2.026], [-3.126, 1.171, -0.617], [4.428, 1.046, 0.961], [-1.856, 2.654, -2.407]], "lowdin_charge": [0.3329, -0.0335, -0.1775, -0.1020, -0.2201, -0.0382, -0.1706, -0.1650, -0.0042, -0.0226, -0.2214, -0.0898, -0.6374, 0.0942, 0.0730, 0.0844, 0.2039, 0.1028, 0.1003, 0.0767, 0.0767, 0.0920, 0.0480, 0.0145, 0.2064, 0.0988, 0.2060, 0.0717]}

***

{"formula": "C6H27NO7", "method": "the ωB97M-V functional and the def2-TZVPD basis", "de_lowest_ev": 2.810, "gap_ev": 8.0, "smiles": "CN[C@H](CO)C(C)C.O.O.O.O.O.O", "spin_multiplicity": 1, "fmax_ev_per_a": 2.8, "e_tot_ha": -826.15559, "symbols": ["O", "O", "O", "O", "O", "O", "O", "N", "C", "C", "C", "C", "C", "C", "H", "H", "H", "H", "H", "H", "H", "H", "H", "H", "H", "H", "H", "H", "H", "H", "H", "H", "H", "H", "H", "H", "H", "H", "H", "H", "H"], "xyz": [[3.310, 0.753, 0.597], [-3.923, 0.883, 0.854], [2.378, -2.557, -1.340], [2.598, -0.806, -3.458], [-0.998, -3.163, -1.133], [-3.041, 3.295, -0.158], [-2.576, -1.720, 2.543], [0.371, 1.367, -1.141], [2.120, 0.076, 0.156], [0.916, 1.056, 0.210], [-0.496, -1.053, 0.589], [-0.038, 0.620, 2.489], [-0.315, 0.445, 0.982], [0.993, 2.532, -1.757], [-1.243, -1.663, 1.076], [-1.808, -2.100, 2.998], [0.381, -1.641, 0.870], [-0.027, 1.686, 2.709], [2.555, -2.966, -0.488], [2.219, -0.275, -0.865], [3.482, -1.173, -3.377], [0.272, 0.499, -1.641], [2.050, -1.581, -3.535], [-1.927, -2.993, -0.944], [-3.902, 1.522, 1.576], [-0.631, -0.916, -0.475], [-3.185, -2.274, 3.062], [1.354, 2.461, -2.784], [1.865, 2.868, -1.186], [-1.221, 0.923, 0.631], [3.694, 1.185, -0.171], [-2.110, 3.374, -0.393], [1.429, -2.603, -1.488], [-3.748, 0.041, 1.293], [0.861, 0.214, 2.944], [0.293, 3.371, -1.677], [-0.996, -3.492, -2.039], [-3.164, 2.335, -0.103], [1.191, 1.974, 0.722], [-0.929, 0.177, 2.938], [1.943, -0.682, 0.909]], "lowdin_charge": [-0.0697, -0.0512, -0.0565, -0.0539, -0.0601, -0.0706, -0.0717, -0.0821, -0.1977, -0.2855, -0.0902, -0.0604, -0.3387, -0.1179, 0.0343, 0.0588, 0.0687, 0.0740, 0.0550, 0.0921, 0.0392, 0.0887, 0.0131, 0.0501, 0.0572, 0.0646, 0.0626, 0.0755, 0.0703, 0.1024, 0.0766, 0.0176, 0.0194, 0.0266, 0.0811, 0.0638, 0.0485, -0.0132, 0.1340, 0.0537, 0.0916]}

***

no.,HOMO energy (eV)
1,-10.52
2,-7.95
3,-8.40
4,-6.52
5,-8.03